Entry 1:
This record from the OMol25 dataset describes a 10-piece molecular cluster, C27H81ClO40P9 overall at a distorted geometry. The level of theory is wB97M-V/def2-TZVPD.

CARTESIAN COORDINATES (ANGSTROEM)
1 Cl 0.5280 -0.5789 -0.1633
2 O -0.7711 0.0575 -0.0106
3 O 0.9086 -0.5549 -1.5545
4 O 1.5245 0.1500 0.6019
5 O 0.4290 -1.9246 0.3406
6 C -1.5005 -2.9298 5.8604
7 O -0.5356 -1.8349 6.0681
8 P 0.9366 -2.0626 5.5512
9 O 1.4867 -3.3725 5.8235
10 O 0.8280 -1.6722 4.0313
11 C 0.1001 -0.4605 3.6952
12 O 1.7211 -0.8429 6.1744
13 C 1.7465 -0.7026 7.5804
14 H -2.1741 -2.8896 6.7103
15 H -0.9505 -3.8670 5.7858
16 H -2.0457 -2.7260 4.9464
17 H 0.8294 0.3501 3.6446
18 H -0.6520 -0.1608 4.4260
19 H -0.3813 -0.5681 2.7288
20 H 2.7340 -0.3516 7.8792
21 H 1.4848 -1.6227 8.0982
22 H 1.0552 0.0853 7.9062
23 C -6.3059 -3.1962 1.6212
24 O -5.6208 -3.1737 2.8714
25 P -4.1123 -3.6603 2.8258
26 O -3.8092 -4.5953 1.7573
27 O -3.2594 -2.3650 2.8553
28 C -2.5837 -1.8896 1.6696
29 O -3.8414 -4.1587 4.2780
30 C -4.6358 -5.1537 4.8354
31 H -5.6685 -2.8662 0.7985
32 H -7.0931 -2.4350 1.6482
33 H -6.7539 -4.1686 1.4465
34 H -1.5165 -1.9205 1.8436
35 H -2.9212 -0.8804 1.4676
36 H -2.8613 -2.4998 0.8120
37 H -5.1988 -5.6885 4.0705
38 H -5.3459 -4.7038 5.5251
39 H -3.9807 -5.8442 5.3510
40 C 7.8417 1.4075 1.3710
41 O 6.8231 0.7030 1.9101
42 P 5.5198 1.5071 2.3097
43 O 5.7201 2.6684 3.1821
44 O 4.8106 1.8713 0.9583
45 C 4.4263 0.9174 -0.0384
46 O 4.6991 0.3130 2.8876
47 C 3.3324 0.5219 3.2318
48 H 7.6623 2.4921 1.4506
49 H 8.0210 1.2092 0.3193
50 H 8.7363 1.2554 1.9712
51 H 3.4256 1.1368 -0.4077
52 H 4.3243 -0.1038 0.3630
53 H 5.1698 0.8703 -0.8350
54 H 2.7560 -0.3253 2.8894
55 H 2.9283 1.4319 2.7819
56 H 3.2558 0.6137 4.3151
57 C 2.9163 -6.7780 0.5453
58 O 3.5492 -5.8068 1.3776
59 P 4.6682 -4.9096 0.7423
60 O 4.5817 -4.6897 -0.6938
61 O 4.6381 -3.6116 1.6072
62 C 3.4594 -2.7926 1.3640
63 O 5.9650 -5.6204 1.2722
64 C 7.2092 -5.1072 1.0069
65 H 2.6091 -7.6053 1.1981
66 H 3.6107 -7.2108 -0.1758
67 H 2.0065 -6.4238 0.0664
68 H 3.5739 -1.7647 1.6811
69 H 2.6013 -3.2722 1.8286
70 H 3.2969 -2.6987 0.2812
71 H 7.6673 -4.6638 1.8963
72 H 7.2086 -4.2835 0.2809
73 H 7.8538 -5.8913 0.6208
74 C 1.6047 3.6034 -7.8344
75 O 2.0082 2.9927 -6.6164
76 P 0.9604 2.9000 -5.4213
77 O -0.0381 1.8708 -5.6073
78 O 0.3858 4.3668 -5.2887
79 C 1.2517 5.4552 -4.8913
80 O 1.9773 2.7033 -4.2477
81 C 1.5099 2.7754 -2.8475
82 H 0.5917 4.0291 -7.8002
83 H 1.5906 2.8919 -8.6674
84 H 2.2698 4.4236 -8.1318
85 H 2.3051 5.1597 -4.8760
86 H 0.9524 5.8261 -3.9157
87 H 1.1728 6.2345 -5.6545
88 H 2.1602 3.5074 -2.3543
89 H 1.5714 1.8180 -2.3216
90 H 0.4794 3.1239 -2.7210
91 C 1.3657 -3.9176 -2.6748
92 O 2.3496 -3.8767 -3.6764
93 P 2.3732 -4.9802 -4.8063
94 O 1.0725 -5.4338 -5.2968
95 O 3.2751 -6.1386 -4.2289
96 C 4.6542 -5.8947 -3.8590
97 O 3.3203 -4.2977 -5.8485
98 C 2.7576 -3.2986 -6.6751
99 H 0.4578 -4.4464 -2.9782
100 H 1.0682 -2.8901 -2.4623
101 H 1.7468 -4.3651 -1.7585
102 H 4.9636 -4.8641 -4.0086
103 H 5.3469 -6.5237 -4.4270
104 H 4.7205 -6.1745 -2.8088
105 H 3.0620 -3.5222 -7.6922
106 H 3.1889 -2.3489 -6.3688
107 H 1.6761 -3.2671 -6.5959
108 C -1.8611 1.0514 -2.8022
109 O -2.7196 1.0793 -3.9499
110 P -4.0810 1.8852 -3.9015
111 O -4.6570 2.0365 -5.2080
112 O -4.9388 1.1537 -2.7971
113 C -5.2816 -0.2312 -2.9967
114 O -3.6928 3.1987 -3.1064
115 C -2.6626 4.0232 -3.6551
116 H -1.7226 0.0439 -2.4321
117 H -2.2008 1.7171 -2.0126
118 H -0.9033 1.4674 -3.1045
119 H -5.0916 -0.7279 -2.0538
120 H -4.7369 -0.6976 -3.8142
121 H -6.3421 -0.2500 -3.2419
122 H -2.8737 5.0832 -3.4671
123 H -2.4336 3.8519 -4.7014
124 H -1.7562 3.9038 -3.0375
125 C -6.4259 3.3097 2.9488
126 O -6.4924 2.0081 2.4243
127 P -5.8347 1.7402 1.0122
128 O -5.9967 0.3962 0.5270
129 O -6.4714 2.8374 0.0356
130 C -7.8813 3.0542 0.1211
131 O -4.4002 2.3026 1.2772
132 C -3.3676 2.1726 0.2522
133 H -5.5949 3.3577 3.6532
134 H -7.3802 3.5293 3.4106
135 H -6.2060 4.0742 2.1973
136 H -8.0411 4.1303 0.1782
137 H -8.3726 2.4947 0.9086
138 H -8.3460 2.7298 -0.8192
139 H -3.5167 2.9454 -0.5277
140 H -3.5281 1.2600 -0.3241
141 H -2.3683 2.3589 0.6151
142 C -2.9269 5.6562 0.5603
143 O -1.7645 4.9706 1.0593
144 P -0.3586 5.2863 0.4338
145 O -0.1757 4.9329 -0.9617
146 O -0.1201 6.8165 0.7470
147 C -0.3220 7.3018 2.0889
148 O 0.6820 4.6326 1.3998
149 C 1.1851 3.3217 1.0884
150 H -3.0966 6.5388 1.1864
151 H -3.7888 5.0050 0.7532
152 H -2.9462 5.8471 -0.5124
153 H -0.9195 8.2159 2.0994
154 H 0.6515 7.5500 2.5194
155 H -0.8186 6.5707 2.7293
156 H 1.1006 2.7279 2.0014
157 H 2.2636 3.4171 0.9384
158 H 0.7214 2.7961 0.2637

Cartesian forces (eV/Å) of the 2 atoms listed first:
-0.4 0.2 0.0
0.3 0.2 0.1

Computed properties:
E_HOMO (eV): -7.7
Frontier orbital gap (eV): 9.534
Charge: -1
LUMO level (eV): 1.80
Energy above the lowest of the compared OMol25 structures with the same formula, charge and spin (eV): 0.0000

Entry 2:
This record from the OMol25 dataset describes C28H12BrCl3F5N2O3Re as an isolated structure at a distorted geometry. The level of theory is wB97M-V/def2-TZVPD.

CARTESIAN COORDINATES (ANGSTROEM)
1 Re -0.2277 -0.0486 -0.5705
2 Br -5.5144 -4.5782 1.3572
3 C -4.0238 -3.4264 1.2856
4 C -2.8141 -3.8251 1.8687
5 C -1.7111 -3.0025 1.8377
6 C -1.7645 -1.7745 1.1679
7 O -0.6693 -1.0294 1.1012
8 C -2.9994 -1.3619 0.6084
9 C -3.1218 -0.0408 0.0909
10 N -2.0892 0.6814 -0.2317
11 C -2.1090 2.1072 -0.1935
12 C -3.2181 2.9064 -0.2336
13 C -3.0907 4.3030 -0.0956
14 C -1.8718 4.8843 0.1015
15 C -0.7071 4.0850 0.1591
16 C 0.5888 4.6094 0.3706
17 C 1.6648 3.7704 0.4160
18 C 1.4702 2.3951 0.2318
19 N 0.2742 1.8669 0.0358
20 C -0.8309 2.6956 0.0006
21 C -4.1264 -2.1968 0.6919
22 H -2.7530 -4.7888 2.3567
23 H -0.7831 -3.2913 2.3131
24 H -4.0998 0.4310 0.1208
25 H -4.2037 2.4853 -0.3772
26 H -3.9812 4.9143 -0.1405
27 H -1.7815 5.9563 0.2170
28 H 0.7137 5.6779 0.4923
29 H 2.6659 4.1417 0.5781
30 H 2.3020 1.7056 0.2426
31 H -5.0674 -1.8675 0.2702
32 Cl 2.5839 -2.8018 -6.7703
33 C 1.7695 -1.9345 -5.5239
34 C 1.6234 -2.4998 -4.2778
35 C 0.9488 -1.7523 -3.3318
36 Cl 0.5604 -2.5440 -1.7627
37 C 0.5427 -0.4231 -3.4496
38 O 0.0901 0.3688 -2.5032
39 C 0.6255 0.0538 -4.7818
40 Cl 0.0111 1.6242 -5.1158
41 C 1.2328 -0.6710 -5.7836
42 H 1.9970 -3.4903 -4.0513
43 H 1.3014 -0.2470 -6.7754
44 F 2.1084 -6.5072 0.3734
45 C 1.8550 -5.3225 -0.1462
46 C 2.4382 -4.2035 0.4864
47 F 3.3392 -4.5317 1.3931
48 C 2.0129 -2.8727 0.4503
49 F 2.5624 -2.2798 1.5360
50 C 1.9081 -1.6907 -0.6174
51 O 2.2754 -0.6358 -0.1812
52 C 0.7270 -4.0443 -1.7999
53 F -1.4532 -1.6131 -1.4603
54 C 0.9519 -5.2313 -1.2253
55 F 0.3539 -6.3277 -1.6447

Cartesian forces (eV/Å) of the 2 atoms listed first:
-1.7 -1.2 0.5
0.0 0.0 0.0

Computed properties:
E_HOMO (alpha / beta) (eV): -10.4 / -10.8
Frontier orbital gap (alpha / beta) (eV): 6.051 / 5.789
Spin multiplicity: 4
Charge: +1
LUMO level (alpha / beta) (eV): -4.32 / -5.04
Energy above the lowest of the compared OMol25 structures with the same formula, charge and spin (eV): 11.9358

Entry 3:
This record from the OMol25 dataset describes C28H16BrIrN4O5S4 as an isolated structure at a distorted geometry. The level of theory is wB97M-V/def2-TZVPD.

CARTESIAN COORDINATES (ANGSTROEM)
1 Ir -0.2394 0.2513 0.1410
2 O -4.1042 -0.6693 -1.2566
3 C -2.8892 -0.5522 -1.1397
4 N -2.1156 -0.8153 -0.0727
5 C -2.5823 -1.5152 1.0362
6 C -3.7894 -2.2163 1.0704
7 C -4.1674 -2.9104 2.2079
8 C -3.3389 -2.9166 3.3174
9 C -2.1324 -2.2368 3.2844
10 C -1.7428 -1.5306 2.1433
11 N -0.5488 -0.8085 2.0074
12 C 0.2511 -0.5315 3.0517
13 O 0.1231 -0.8832 4.2205
14 C 1.4306 0.2920 2.6751
15 C 2.4421 0.5264 3.5895
16 C 3.5460 1.2561 3.1900
17 C 3.6004 1.7245 1.8848
18 C 2.5366 1.4671 1.0420
19 N 1.4704 0.7779 1.4467
20 C -2.0800 -0.1202 -2.3066
21 C -2.5721 -0.2786 -3.5915
22 C -1.7663 0.0675 -4.6584
23 C -0.5056 0.5853 -4.3994
24 C -0.0990 0.7256 -3.0871
25 N -0.8763 0.3699 -2.0627
26 H -4.4280 -2.2042 0.2033
27 H -5.1109 -3.4415 2.2233
28 H -3.6314 -3.4536 4.2109
29 H -1.4829 -2.2410 4.1420
30 H 2.3348 0.1315 4.5889
31 H 4.3583 1.4499 3.8784
32 H 4.4526 2.2773 1.5166
33 H 2.5332 1.8109 0.0207
34 H -3.5719 -0.6713 -3.7062
35 H -2.1120 -0.0644 -5.6756
36 H 0.1659 0.8634 -5.1980
37 H 0.8652 1.1402 -2.8393
38 O -3.8128 6.2537 -0.9036
39 C -3.1038 5.3154 -0.6444
40 S -1.5738 4.9733 -1.4608
41 C -1.1548 3.5372 -0.5352
42 C -2.0249 3.1381 0.3930
43 S -1.8125 1.7743 1.4208
44 S -3.4760 4.1081 0.5937
45 S 0.3425 2.7722 -0.8366
46 Br 1.7702 -2.0172 -4.6359
47 C 0.5887 -2.7336 -3.3282
48 C -0.4433 -3.5466 -3.7711
49 C -1.3434 -4.0628 -2.8497
50 C -1.2053 -3.7661 -1.5029
51 C -0.1656 -2.9561 -1.0756
52 C 0.7491 -2.4263 -1.9814
53 C 1.9047 -1.5746 -1.4731
54 O 3.0374 -1.9588 -1.6933
55 O 1.5958 -0.4890 -0.8344
56 H -0.5331 -3.7738 -4.8246
57 H -2.1485 -4.7002 -3.1926
58 H -1.9120 -4.1606 -0.7830
59 H -0.0459 -2.7365 -0.0219

Cartesian forces (eV/Å) of the 2 atoms listed first:
-2.6 0.0 2.8
0.0 -0.2 -0.1

Computed properties:
E_HOMO (alpha / beta) (eV): -4.7 / -4.7
Frontier orbital gap (alpha / beta) (eV): 6.608 / 5.592
Spin multiplicity: 2
Charge: -1
LUMO level (alpha / beta) (eV): 1.91 / 0.94